Record 1
{
  "formula": "C18H28O14",
  "method": "ωB97M-V/def2-TZVPD",
  "multiplicity": 2,
  "homo_ev": [-5.009, -4.214],
  "e_lumo_ev": [2.2, 2.0],
  "gap_ev": [7.2, 6.2],
  "charge": -1,
  "species": ["H", "H", "C", "H", "H", "C", "H", "C", "H", "H", "C", "H", "O", "H", "C", "H", "O", "O", "H", "H", "C", "O", "H", "O", "C", "H", "H", "H", "O", "H", "H", "H", "O", "O", "H", "O", "O", "C", "C", "C", "O", "C", "H", "H", "C", "H", "H", "C", "O", "O", "H", "C", "O", "C", "C", "C", "H", "H", "H", "C"],
  "positions_angstrom": [[3.78, 3.65, -1.83], [-2.19, -5.34, 3.23], [-3.20, -4.66, 1.50], [1.59, 3.62, -0.97], [-1.33, 0.75, 0.44], [-2.37, -2.36, 3.76], [-0.10, -4.15, 2.69], [0.47, 1.53, 2.38], [-4.17, -5.11, 1.68], [-1.18, -2.10, -3.01], [2.54, -0.46, 4.47], [-3.38, -3.81, 0.84], [-2.17, 1.49, -1.22], [-2.56, -5.23, 0.83], [1.08, 3.66, -1.93], [1.71, 2.24, 4.12], [1.46, -0.38, 5.23], [1.18, 6.90, -2.93], [-0.33, 0.15, 4.13], [1.18, 1.72, 1.57], [1.20, -1.15, -2.56], [0.86, 0.16, -4.38], [3.53, 2.07, -2.70], [-2.99, -3.48, 3.50], [-2.26, -4.38, 2.73], [1.71, 3.09, -3.93], [0.27, 1.23, 5.50], [0.96, -0.85, -1.54], [-2.80, -1.28, 4.23], [-3.15, -1.32, -0.73], [-0.29, 0.22, -2.79], [-1.21, -0.28, -1.03], [2.36, -0.72, -3.14], [0.45, 4.87, -2.12], [0.37, 2.84, -1.99], [-4.22, -0.34, 0.67], [2.89, 0.19, -5.24], [-1.85, 0.38, -0.45], [-3.02, -0.63, 0.10], [0.52, 0.55, 4.69], [2.23, 5.06, -3.37], [3.44, 3.15, -2.74], [-1.90, -1.04, -3.90], [-0.56, -2.12, -4.71], [2.17, -0.13, -4.34], [-0.93, -3.10, 1.60], [0.08, 0.61, 1.93], [-0.91, -1.50, -3.88], [-1.09, -2.52, 3.48], [2.48, 0.53, 3.60], [1.20, -2.22, -2.71], [0.22, -0.51, -3.42], [3.49, -1.14, 4.55], [1.28, 1.35, 3.66], [2.07, 3.70, -3.10], [-1.01, -3.58, 2.57], [-2.62, -1.34, 0.82], [4.03, 3.52, -3.57], [-0.34, 2.24, 2.53], [1.33, 5.71, -2.81]]
}

Record 2
{
  "formula": "BF4H24O12",
  "method": "ωB97M-V/def2-TZVPD",
  "multiplicity": 1,
  "homo_ev": -8.005,
  "e_lumo_ev": 2.1,
  "gap_ev": 10.1,
  "relative_energy_kj_mol": 126.0,
  "charge": -1,
  "species": ["O", "H", "H", "H", "O", "B", "O", "O", "O", "H", "H", "H", "O", "O", "O", "H", "H", "O", "H", "F", "F", "F", "H", "H", "H", "O", "H", "H", "H", "H", "F", "H", "H", "H", "O", "O", "H", "H", "H", "H", "H"],
  "positions_angstrom": [[10.70, 0.34, -16.94], [11.61, 1.58, -11.11], [9.81, 2.38, -12.43], [11.01, 0.15, -16.05], [13.29, -4.22, -15.28], [12.38, -1.15, -13.97], [13.35, 1.61, -11.63], [10.86, 2.01, -10.64], [10.74, -2.89, -17.66], [13.27, 1.09, -12.45], [10.36, 1.28, -10.25], [15.12, -1.58, -16.91], [8.88, -2.01, -12.89], [16.31, -2.93, -13.61], [15.96, -0.53, -12.32], [13.21, -3.93, -11.87], [8.58, -2.37, -13.73], [15.85, -1.59, -16.29], [15.68, -2.20, -13.63], [12.17, -1.28, -15.36], [12.21, 0.22, -13.64], [13.69, -1.57, -13.73], [13.18, -3.59, -14.56], [16.04, 0.35, -12.68], [13.04, -5.36, -11.36], [13.85, 0.81, -16.23], [13.72, 1.00, -10.98], [11.54, -2.95, -18.19], [9.82, -1.82, -13.03], [16.40, -3.13, -12.68], [11.48, -1.94, -13.25], [13.31, 0.14, -15.78], [15.49, -2.02, -15.50], [10.32, 1.84, -13.76], [12.70, -4.74, -12.01], [9.53, 2.18, -13.34], [14.48, 1.09, -15.57], [12.47, -4.16, -15.78], [15.30, -0.46, -11.63], [10.79, -2.00, -17.27], [10.85, 1.28, -17.06]]
}

Record 3
{
  "formula": "C2H9N2S",
  "method": "ωB97M-V/def2-TZVPD",
  "multiplicity": 1,
  "homo_ev": -13.195,
  "e_lumo_ev": -3.3,
  "gap_ev": 9.9,
  "relative_energy_kj_mol": 117.4,
  "charge": 1,
  "species": ["H", "C", "H", "H", "N", "H", "S", "H", "H", "C", "H", "H", "N", "H"],
  "positions_angstrom": [[0.63, -0.83, -1.42], [-0.17, 1.06, 0.78], [1.40, -2.91, 0.20], [-2.11, 1.63, 1.34], [-1.12, 1.64, 1.63], [-1.28, 1.06, -1.01], [0.48, -2.95, -0.75], [0.79, 0.81, 1.30], [1.57, 0.27, -0.76], [-0.35, 0.79, -0.54], [-0.49, -2.73, 0.14], [0.98, 0.59, -2.23], [0.72, 0.19, -1.33], [-1.05, 1.39, 2.62]]
}

Record 4
{
  "formula": "C3Cl3O",
  "method": "ωB97M-V/def2-TZVPD",
  "multiplicity": 1,
  "homo_ev": [-15.943, -15.940],
  "e_lumo_ev": [-8.5, -8.5],
  "gap_ev": [7.4, 7.4],
  "relative_energy_kj_mol": 410.1,
  "charge": 1,
  "species": ["C", "Cl", "O", "C", "Cl", "Cl", "C"],
  "positions_angstrom": [[-0.56, -0.71, -0.34], [-0.39, 2.11, -0.01], [0.19, -1.49, 0.61], [0.34, -0.40, 1.25], [-2.10, -1.04, -0.71], [2.28, 0.96, -0.81], [0.24, 0.57, 0.01]]
}

Record 5
{
  "formula": "C2H4N2O2",
  "method": "ωB97M-V/def2-TZVPD",
  "multiplicity": 1,
  "homo_ev": -9.848,
  "e_lumo_ev": 0.8,
  "gap_ev": 10.7,
  "relative_energy_kj_mol": 140.0,
  "charge": 0,
  "smiles": "[H]/N=C(/N)OC=O",
  "species": ["N", "H", "H", "O", "O", "H", "C", "H", "N", "C"],
  "positions_angstrom": [[-1.13, 0.89, -0.16], [1.09, 1.52, 0.75], [-0.72, 1.73, -0.54], [0.85, -0.38, -0.09], [2.76, 0.76, -0.08], [-0.61, -2.23, 0.05], [-0.54, -0.21, -0.15], [-2.15, -1.42, -0.06], [-1.16, -1.39, 0.11], [1.60, 0.73, 0.17]]
}

Record 6
{
  "formula": "C6H9N",
  "method": "ωB97M-V/def2-TZVPD",
  "multiplicity": 1,
  "homo_ev": -7.365,
  "e_lumo_ev": 0.8,
  "gap_ev": 8.2,
  "relative_energy_kj_mol": 423.9,
  "charge": 0,
  "smiles": "CC1=C2C[C@@H]2NC1",
  "species": ["H", "C", "C", "H", "C", "H", "H", "C", "H", "H", "N", "H", "C", "H", "H", "C"],
  "positions_angstrom": [[1.50, 1.28, 2.27], [1.47, 0.04, 0.48], [-0.06, -0.04, -1.20], [1.87, -0.68, -1.35], [-0.71, -0.32, 0.16], [0.85, 2.05, 0.76], [-2.55, -1.01, -0.74], [-0.14, 0.13, 1.30], [-0.24, -0.83, -1.94], [-2.50, -1.15, 1.05], [1.37, 0.10, -0.93], [-1.55, -2.24, 0.03], [-1.92, -1.21, 0.13], [-0.50, 0.89, -1.59], [1.94, -0.84, 0.91], [1.04, 1.12, 1.30]]
}

| no. | energy (hartree) | molar mass (g mol⁻¹) | maximum force (Eh/bohr) |
| --- | --- | --- | --- |
| 1 | -1755.90813 | 468.4 | 0.1263 |
| 2 | -1341.93769 | 303.0 | 0.0140 |
| 3 | -589.02513 | 93.2 | 0.0315 |
| 4 | -1569.56950 | 158.4 | 0.0718 |
| 5 | -338.59987 | 88.1 | 0.0358 |
| 6 | -288.62060 | 95.1 | 0.0092 |